{
  "formula": "C2H5NO",
  "method": "ωB97M-V/def2-TZVPD",
  "largest_force_ev_per_a": 0.71,
  "orbital_gap_ha": 0.411,
  "lumo_energy_ha": 0.027,
  "homo_ev": -10.449,
  "e_above_lowest_kcal_mol": 37.76,
  "symbols": ["C", "N", "C", "O", "H", "H", "H", "H", "H"],
  "coordinates": [[1.32, 0.18, -0.24], [0.02, -0.22, 0.23], [-0.46, -0.99, 1.03], [-1.05, -1.69, 1.77], [1.93, 0.57, 0.57], [1.20, 0.96, -1.00], [1.84, -0.67, -0.70], [-2.76, 0.98, -0.93], [-2.06, 0.88, -0.73]]
}